Model one:
Entry from OMol25: CH4O3S in the gas phase (ωB97M-V/def2-TZVPD).

Output
* LUMO level: 0.2581 eV
* highest occupied orbital energy: -10.1 eV
* orbital gap: 10.40 eV

Positions of all 9 atoms, in Å:
S -0.302 -0.043 1.113
O -1.607 -0.013 -1.091
O -0.565 1.558 0.861
O -1.483 -0.790 0.068
C 1.249 -0.384 0.131
H 0.920 -1.071 -0.620
H -1.830 0.848 -0.826
H 2.122 -0.741 0.723
H 1.495 0.637 -0.359

So, what does the Mulliken scheme give us? The charges, in e, come out as: atom 1 (S): 0.5867, atom 2 (O): -0.3158, atom 3 (O): -0.6139, atom 4 (O): -0.1899, atom 5 (C): -0.6754, atom 6 (H): 0.2735, atom 7 (H): 0.3457, atom 8 (H): 0.3355, atom 9 (H): 0.2536

=====

Model two:
Entry from OMol25: CH4O3S in the gas phase (ωB97M-V/def2-TZVPD).

Output
* structure (SMILES): CS(=O)(=O)O
* LUMO level: 0.4088 eV
* highest occupied orbital energy: -11.6 eV
* orbital gap: 11.98 eV

Positions of all 9 atoms, in Å:
S 0.983 -0.694 -0.900
O 2.072 -1.492 -0.382
O 1.423 0.903 -0.803
O 0.401 -1.181 -2.160
C -0.329 -0.408 0.331
H -1.240 -0.013 -0.135
H 0.033 0.469 0.925
H 2.054 0.825 -0.104
H -0.530 -1.256 0.853

So, what does the Mulliken scheme give us? The charges, in e, come out as: atom 1 (S): 1.0955, atom 2 (O): -0.5617, atom 3 (O): -0.4797, atom 4 (O): -0.5543, atom 5 (C): -0.8005, atom 6 (H): 0.3145, atom 7 (H): 0.2910, atom 8 (H): 0.3577, atom 9 (H): 0.3376

=====

Most stable: model two

=====

Model one:
Entry from OMol25: CH4O3S in the gas phase (ωB97M-V/def2-TZVPD).

Output
* structure (SMILES): OCOSO
* LUMO level: 0.1038 eV
* highest occupied orbital energy: -9.7 eV
* orbital gap: 9.84 eV

Positions of all 9 atoms, in Å:
S 0.809 -1.416 -0.146
O 0.340 0.172 -1.081
O 1.613 -0.961 1.197
O -1.809 0.107 -0.204
C -0.688 0.828 -0.525
H -0.390 1.237 0.466
H -0.904 1.747 -1.127
H -1.611 -0.719 0.358
H 2.639 -0.995 1.062

So, what does the Mulliken scheme give us? The charges, in e, come out as: atom 1 (S): 0.1703, atom 2 (O): -0.3832, atom 3 (O): -0.4144, atom 4 (O): -0.5138, atom 5 (C): -0.0613, atom 6 (H): 0.2623, atom 7 (H): 0.2440, atom 8 (H): 0.3245, atom 9 (H): 0.3716

=====

Model two:
Entry from OMol25: CH4O3S as an isolated structure (ωB97M-V/def2-TZVPD).

Output
* LUMO level: -1.4697 eV
* highest occupied orbital energy: -9.9 eV
* orbital gap: 8.42 eV

Positions of all 9 atoms, in Å:
S 1.694 -1.382 0.902
O -0.320 -0.787 0.254
O 2.498 -1.410 -0.470
O -0.863 1.285 1.263
C -0.546 0.590 -0.007
H 0.440 1.060 -0.494
H 2.420 -2.175 -1.007
H -0.663 0.663 1.995
H -1.391 0.750 -0.696

So, what does the Mulliken scheme give us? The charges, in e, come out as: atom 1 (S): 0.3135, atom 2 (O): -0.5301, atom 3 (O): -0.3733, atom 4 (O): -0.4924, atom 5 (C): 0.0656, atom 6 (H): 0.1522, atom 7 (H): 0.3579, atom 8 (H): 0.2982, atom 9 (H): 0.2084

=====

Model three:
Entry from OMol25: a 2-piece molecular cluster, CH4O3S overall (ωB97M-V/def2-TZVPD).

Output
* LUMO level: 0.3513 eV
* highest occupied orbital energy: -9.1 eV
* orbital gap: 9.47 eV

Positions of all 9 atoms, in Å:
S 2.273 0.007 0.213
O -1.383 0.942 -0.110
O 0.816 0.646 -0.402
O -0.750 -1.078 -0.568
C -0.376 0.060 -0.048
H -1.691 -0.970 -0.646
H 2.661 -0.940 -0.717
H -0.361 -0.208 1.684
H -1.189 1.542 0.595

So, what does the Mulliken scheme give us? The charges, in e, come out as: atom 1 (S): -0.0503, atom 2 (O): -0.5273, atom 3 (O): -0.2233, atom 4 (O): -0.3677, atom 5 (C): 0.2060, atom 6 (H): 0.2549, atom 7 (H): 0.1563, atom 8 (H): 0.1426, atom 9 (H): 0.4087

=====

Most stable: model one

=====

Model one:
Entry from OMol25: a 2-piece molecular cluster, C6H7N overall (ωB97M-V/def2-TZVPD).

Output
* structure (SMILES): C1=CCC=C1.C#N
* LUMO level: 0.9808 eV
* highest occupied orbital energy: -8.0 eV
* orbital gap: 8.96 eV

Positions of all 14 atoms, in Å:
N -2.312 -0.334 0.470
C 0.754 1.195 -0.349
C 0.828 -0.864 0.695
C 1.102 -1.010 -0.788
C -3.292 0.249 0.377
C 1.101 0.253 -1.339
C 0.542 0.559 0.848
H 1.720 -1.124 1.366
H 0.059 0.892 1.770
H -4.197 0.838 0.384
H 1.753 -1.821 -1.216
H 1.324 0.485 -2.401
H 0.016 -1.495 0.822
H 0.602 2.176 -0.639

So, what does the Mulliken scheme give us? The charges, in e, come out as: atom 1 (N): -0.3120, atom 2 (C): -0.5617, atom 3 (C): -0.2513, atom 4 (C): -0.5855, atom 5 (C): 0.0052, atom 6 (C): -0.2434, atom 7 (C): -0.4925, atom 8 (H): 0.3259, atom 9 (H): 0.4041, atom 10 (H): 0.2898, atom 11 (H): 0.2999, atom 12 (H): 0.3677, atom 13 (H): 0.2828, atom 14 (H): 0.4710

=====

Model two:
Entry from OMol25: C6H7N in the gas phase (ωB97M-V/def2-TZVPD).

Output
* LUMO level: 0.1437 eV
* highest occupied orbital energy: -8.4 eV
* orbital gap: 8.57 eV

Positions of all 14 atoms, in Å:
N -0.436 0.503 1.005
C 1.143 -0.237 -0.659
C -0.039 -1.152 -0.365
C -1.249 -0.351 0.054
C 0.637 1.004 0.091
C -0.400 1.726 -0.732
C -0.435 -0.956 1.061
H 2.071 -0.651 -0.246
H -2.303 -0.293 -0.160
H 1.278 -0.028 -1.723
H -0.822 2.481 -0.038
H 1.387 1.601 0.622
H -0.178 -2.113 -0.854
H -0.655 -1.535 1.945

So, what does the Mulliken scheme give us? The charges, in e, come out as: atom 1 (N): -0.5850, atom 2 (C): -0.8791, atom 3 (C): -0.1472, atom 4 (C): -0.4100, atom 5 (C): 0.1550, atom 6 (C): -0.5306, atom 7 (C): -0.1500, atom 8 (H): 0.3195, atom 9 (H): 0.4278, atom 10 (H): 0.3803, atom 11 (H): 0.2070, atom 12 (H): 0.4346, atom 13 (H): 0.4103, atom 14 (H): 0.3672

=====

Most stable: model one

=====

Model one:
Entry from OMol25: a 2-piece molecular cluster, C6H7N overall (ωB97M-V/def2-TZVPD).

Output
* structure (SMILES): C#CC=C.C=C=N
* LUMO level: 0.7393 eV
* highest occupied orbital energy: -8.8 eV
* orbital gap: 9.51 eV

Positions of all 14 atoms, in Å:
N -0.550 0.586 -1.442
C 0.580 -0.797 1.825
C 0.995 -1.199 0.770
C -0.140 -0.327 -3.780
C -0.434 0.031 -2.546
C 0.248 0.135 2.898
C -0.541 1.174 2.619
H 0.923 -0.307 -3.891
H -0.754 -0.542 -4.618
H -0.736 2.045 3.118
H 1.354 -1.818 0.108
H -0.766 0.171 -0.524
H 0.770 -0.209 3.806
H -0.949 1.057 1.658

So, what does the Mulliken scheme give us? The charges, in e, come out as: atom 1 (N): -0.4460, atom 2 (C): -0.1152, atom 3 (C): -0.4641, atom 4 (C): -0.9822, atom 5 (C): 0.6309, atom 6 (C): 0.0442, atom 7 (C): -0.6833, atom 8 (H): 0.2081, atom 9 (H): 0.2867, atom 10 (H): 0.3202, atom 11 (H): 0.4829, atom 12 (H): 0.2467, atom 13 (H): 0.2917, atom 14 (H): 0.1792

=====

Model two:
Entry from OMol25: a 2-piece molecular cluster, C6H7N overall (ωB97M-V/def2-TZVPD).

Output
* LUMO level: 0.2335 eV
* highest occupied orbital energy: -9.8 eV
* orbital gap: 10.00 eV

Positions of all 14 atoms, in Å:
N 0.209 -1.516 -0.296
C 0.748 0.735 -0.679
C -2.056 0.038 -0.167
C -0.215 -0.445 -1.048
C 0.983 -1.105 0.614
C 1.294 0.354 0.658
C -3.031 0.047 0.528
H -0.434 -0.686 -2.143
H 0.142 1.661 -0.728
H 0.744 0.613 1.499
H 1.453 -1.700 1.254
H -3.638 0.440 1.267
H 1.537 0.931 -1.369
H 2.264 0.634 0.609

So, what does the Mulliken scheme give us? The charges, in e, come out as: atom 1 (N): -0.5056, atom 2 (C): -0.6806, atom 3 (C): -0.6064, atom 4 (C): 0.0291, atom 5 (C): -0.2061, atom 6 (C): -0.5372, atom 7 (C): -0.0528, atom 8 (H): 0.3191, atom 9 (H): 0.2907, atom 10 (H): 0.3326, atom 11 (H): 0.5399, atom 12 (H): 0.3688, atom 13 (H): 0.3566, atom 14 (H): 0.3519

=====

Most stable: model one

=====

Model one:
Entry from OMol25: C5H4S in the gas phase (ωB97M-V/def2-TZVPD).

Output
* LUMO level: -1.5691 eV
* highest occupied orbital energy: -9.4 eV
* orbital gap: 7.81 eV

Positions of all 10 atoms, in Å:
S 2.322 0.679 -0.623
C -1.768 0.638 -0.536
C -2.739 0.892 -1.284
C 0.180 -0.500 0.555
C 1.362 -0.552 -0.403
C -0.731 0.639 0.203
H -0.569 1.519 0.718
H 1.524 -1.553 -0.826
H -0.212 -1.519 0.686
H 0.630 -0.242 1.510

So, what does the Mulliken scheme give us? The charges, in e, come out as: atom 1 (S): -0.2126, atom 2 (C): 0.0237, atom 3 (C): -0.5933, atom 4 (C): -0.3359, atom 5 (C): -0.1660, atom 6 (C): -0.0029, atom 7 (H): 0.4000, atom 8 (H): 0.2872, atom 9 (H): 0.3684, atom 10 (H): 0.2314

=====

Model two:
Entry from OMol25: C5H4S as an isolated structure (ωB97M-V/def2-TZVPD).

Output
* LUMO level: -0.5473 eV
* highest occupied orbital energy: -8.2 eV
* orbital gap: 7.70 eV

Positions of all 10 atoms, in Å:
S -1.541 1.124 0.023
C -1.702 -1.173 0.121
C -0.414 -1.509 -0.011
C -2.586 -0.209 -0.015
C -0.071 0.275 -0.410
C 1.286 0.849 0.013
H 0.422 -2.142 -0.091
H 1.403 0.307 0.945
H 1.114 1.844 0.105
H 2.089 0.635 -0.681

So, what does the Mulliken scheme give us? The charges, in e, come out as: atom 1 (S): 0.0536, atom 2 (C): 0.3490, atom 3 (C): -0.6037, atom 4 (C): -0.4530, atom 5 (C): 0.2511, atom 6 (C): -1.0183, atom 7 (H): 0.4515, atom 8 (H): 0.3036, atom 9 (H): 0.3946, atom 10 (H): 0.2716

=====

Model three:
Entry from OMol25: C5H4S in the gas phase (ωB97M-V/def2-TZVPD).

Output
* structure (SMILES): C#CC#CCS
* LUMO level: 0.1885 eV
* highest occupied orbital energy: -9.2 eV
* orbital gap: 9.41 eV

Positions of all 10 atoms, in Å:
S -2.445 -1.006 1.325
C -1.650 -0.902 -0.285
C 3.200 1.341 -0.459
C 0.751 0.373 -0.169
C -0.461 0.070 -0.079
C 2.057 0.986 -0.308
H -2.235 -0.518 -1.048
H -1.364 -2.078 -0.355
H 4.215 1.516 -0.308
H -2.067 0.219 1.685

So, what does the Mulliken scheme give us? The charges, in e, come out as: atom 1 (S): -0.2002, atom 2 (C): -0.2664, atom 3 (C): -0.1041, atom 4 (C): 0.2083, atom 5 (C): -0.1605, atom 6 (C): -0.6144, atom 7 (H): 0.3190, atom 8 (H): 0.2623, atom 9 (H): 0.4269, atom 10 (H): 0.1290

=====

Most stable: model three

=====

Model one:
Entry from OMol25: C5H4S in the gas phase (ωB97M-V/def2-TZVPD).

Output
* structure (SMILES): C#CC#CCS
* LUMO level: -0.2309 eV
* highest occupied orbital energy: -8.8 eV
* orbital gap: 8.61 eV

Positions of all 10 atoms, in Å:
S 2.985 -0.721 -0.159
C -2.084 -0.647 -0.261
C 1.638 0.613 -0.121
C -0.774 -0.324 -0.462
C -3.411 -0.459 0.050
C 0.296 0.186 0.037
H -4.468 -0.193 0.137
H 1.777 1.463 0.763
H 2.386 -1.304 0.964
H 1.655 1.385 -0.949

So, what does the Mulliken scheme give us? The charges, in e, come out as: atom 1 (S): -0.1812, atom 2 (C): -0.2206, atom 3 (C): -0.4774, atom 4 (C): 0.0022, atom 5 (C): -0.2471, atom 6 (C): -0.0119, atom 7 (H): 0.3720, atom 8 (H): 0.2920, atom 9 (H): 0.1569, atom 10 (H): 0.3150

=====

Model two:
Entry from OMol25: C5H4S in the gas phase (ωB97M-V/def2-TZVPD).

Output
* structure (SMILES): C#CC(S)C#C
* LUMO level: 0.7362 eV
* highest occupied orbital energy: -9.5 eV
* orbital gap: 10.25 eV

Positions of all 10 atoms, in Å:
S -2.059 0.641 -0.434
C 0.078 -0.962 0.457
C 0.363 -2.119 0.742
C 0.676 1.072 -0.510
C -0.355 0.417 0.249
C 1.548 1.614 -1.114
H -2.650 -0.435 0.079
H -0.493 0.879 1.225
H 2.311 2.035 -1.766
H 0.581 -3.143 1.072

So, what does the Mulliken scheme give us? The charges, in e, come out as: atom 1 (S): -0.2551, atom 2 (C): -0.7196, atom 3 (C): 0.1420, atom 4 (C): -0.8199, atom 5 (C): 0.2335, atom 6 (C): 0.2179, atom 7 (H): 0.1408, atom 8 (H): 0.2331, atom 9 (H): 0.4247, atom 10 (H): 0.4026

=====

Most stable: model two